A cluster of 5 separate species, C37H74O4 in total at a distorted geometry, computed with the ωB97M-V functional and the def2-TZVPD basis.

Structure (XYZ):
```
115
Properties=species:S:1:pos:R:3
O 0.9813 -0.4171 2.1674
O -0.4290 -3.5997 -1.0936
O -1.9580 0.3157 0.3162
O -2.8667 1.1522 2.8398
C -0.8405 -2.9587 -0.1560
C 6.8648 -0.5963 -1.6399
C 1.7455 -1.2023 -4.1454
C 11.0889 1.6902 -1.9477
C 10.1252 0.8829 -2.8095
C -4.0119 1.9273 -6.9148
C 1.1245 -1.2250 3.3415
C -4.3675 0.8009 -5.9516
C -3.9270 0.2484 2.8121
C -5.3800 -1.6042 3.6938
C 7.9656 1.7030 -1.6512
C -2.3006 0.0791 8.0618
C -2.1922 -0.4318 -3.1348
C -4.4584 1.2558 -4.4953
C -3.1583 1.8013 -3.8998
C -1.3214 1.5850 0.1376
C -4.8213 0.3362 1.6461
C -5.8148 1.1010 8.9703
C -6.2924 -1.4830 2.5476
C 0.8983 -2.2091 -4.9131
C 8.7501 1.5354 -2.9548
C -6.6996 0.4038 9.9972
C 4.1542 -0.7210 -6.0841
C 5.1175 0.0844 -5.2204
C 1.9964 0.0917 -4.9193
C -4.2028 -0.7525 3.8395
C 0.0949 -2.5136 1.0450
C -4.5941 -1.0306 8.1640
C 2.7784 -0.0698 -6.2251
C -3.2813 -0.7418 8.8912
C -1.5929 0.5011 2.7344
C 0.0388 -0.9418 1.2245
C -1.9690 0.8416 -3.9422
C -5.9973 -0.5114 1.4994
C -5.4245 0.2020 7.7969
C -1.4562 -0.3978 1.4486
C 7.7112 0.4123 -0.8730
H -4.8799 0.8019 7.0610
H -4.9219 1.4967 9.4629
H 2.9000 0.9202 -6.6785
H -1.4264 -0.1553 3.6430
H 10.0280 -0.1281 -2.4036
H -5.1965 -1.7039 8.7821
H 10.5614 0.7719 -3.8072
H 8.4898 2.4087 -0.9988
H -4.7452 2.7354 -6.8575
H -3.4720 -0.2370 9.8425
H 0.3410 -0.5200 0.2199
H 7.1908 0.6667 0.0560
H -4.3758 -1.5847 7.2437
H 1.0332 0.5601 -5.1502
H -2.8817 2.7268 -4.4148
H 0.1703 -1.7402 3.6533
H 12.0639 1.1990 -1.9104
H 7.0036 2.1716 -1.8863
H -0.7781 1.2740 2.7981
H -6.6480 -0.3769 0.6020
H 4.0590 -1.7337 -5.6818
H -7.6180 0.0352 9.5340
H -2.0637 -0.4284 7.1227
H -1.2983 -1.0598 -3.1684
H 8.6569 -0.0504 -0.5758
H -5.2272 2.0319 -4.4127
H 7.3630 -0.9287 -2.5530
H -6.9791 1.1012 10.7900
H -0.0709 -1.7799 -5.1797
H 11.2325 2.6927 -2.3580
H -4.8137 0.4177 -3.8871
H -1.2098 1.7748 -0.9605
H 10.7292 1.7857 -0.9212
H 6.6804 -1.4799 -1.0243
H -2.8084 -1.6969 9.1417
H -3.5363 -0.8742 4.7226
H -7.1856 -2.1481 2.5298
H -1.3674 0.2214 8.6117
H -5.6061 -2.3438 4.4954
H -6.3563 1.9665 8.5762
H 4.7585 0.1752 -4.1932
H -3.0242 2.3421 -6.7033
H 6.0929 -0.4067 -5.1864
H -3.6452 -0.0141 -6.0550
H 0.7177 -3.0941 -4.2986
H -6.3361 -0.1356 7.2920
H -3.0235 -1.0195 -3.5300
H 1.3938 -2.5386 -5.8288
H 2.6925 -1.6651 -3.8523
H 1.2265 -0.9522 -3.2136
H -5.3380 0.3878 -6.2447
H 5.2594 1.0887 -5.6271
H 8.1567 0.9500 -3.6644
H -1.0925 1.3601 -3.5384
H 1.9897 -1.9358 3.2875
H -1.7220 0.5831 -4.9764
H -2.4004 -0.1977 -2.0880
H 2.5215 0.7958 -4.2652
H 5.8974 -0.1667 -1.9108
H -1.9421 -2.6772 -0.1434
H -1.9245 2.4332 0.5767
H 1.1351 -2.7721 0.7231
H -2.6990 1.0684 7.8281
H -0.3000 1.6581 0.6017
H 1.3545 -0.5131 4.1886
H -4.6145 1.0745 0.8338
H 4.5895 -0.8278 -7.0827
H -3.3484 2.0838 -2.8580
H -0.2626 -3.0890 1.9357
H -6.1871 -0.4389 10.4658
H 8.8737 2.5233 -3.4118
H 2.1847 -0.6530 -6.9358
H -4.0000 1.5560 -7.9421
H -2.0983 -1.3166 1.5546
```

Calculated values
Total charge: 0
Orbital gap: 9.28 eV
Lowest unoccupied orbital energy: 0.464 eV
Largest force on an atom: 2.83 eV Å⁻¹

---

A cluster of 11 separate species, C2H28NO11 in total at a distorted geometry, computed with the ωB97M-V functional and the def2-TZVPD basis.

Structure (XYZ):
```
42
Properties=species:S:1:pos:R:3
O -1.2319 -0.9049 -3.3839
O 2.8839 -0.5216 -2.6973
O -0.7863 2.8615 0.9625
O 0.3062 1.0057 -2.2549
O 2.7207 2.5681 -1.5534
O 0.9184 -3.0859 -1.8430
O -0.1762 -2.7143 0.9991
O -0.6165 -0.8883 4.2780
O 1.6433 2.3150 2.4262
O -2.7403 -2.2459 -0.0123
O -3.1582 1.6949 1.0666
N 0.8821 0.7513 0.1832
C -0.3662 -1.3691 0.6939
C 0.8438 -0.6332 0.7983
H 2.4239 -1.4035 -2.5829
H 2.3736 2.6445 2.9824
H 1.5333 0.8409 -0.6997
H -1.5241 -1.3507 4.2873
H 2.4294 3.3351 -2.1442
H -2.4653 -2.6911 0.7854
H -0.0231 1.2358 -0.0514
H -0.3164 0.5257 -2.5236
H 1.2133 1.2867 0.9258
H -1.5350 -1.2976 -4.2429
H 0.5461 -2.8623 1.6413
H 3.3618 2.1676 -2.2621
H -1.0705 -0.9022 1.3209
H -0.7983 3.5027 1.6569
H 0.2405 -2.4966 -2.1130
H -1.4362 2.2712 0.8712
H 0.9877 3.0104 2.6873
H -3.7146 2.4497 1.3276
H 0.9799 -0.4163 2.0221
H 1.7938 -1.1805 0.5417
H -3.4944 -2.8062 -0.1964
H -3.6389 1.0538 1.6571
H 0.0131 -1.5990 4.6274
H 0.5431 1.6349 -2.8989
H 2.5540 0.0376 -3.3323
H -1.7656 -1.4034 -2.7137
H 0.5072 -3.2674 -0.8955
H -0.8415 -1.1532 -0.3405
```

Calculated values
Total charge: +1
Orbital gap: 11.09 eV
Relative energy (zero: lowest compared OMol25 entry of this formula, charge and spin): 537.65 kJ/mol
Lowest unoccupied orbital energy: -2.528 eV
Largest force on an atom: 11.03 eV Å⁻¹

---

A structure of composition C25H51N5O2PSSbW at a distorted geometry, computed with the ωB97M-V functional and the def2-TZVPD basis.

Structure (XYZ):
```
87
Properties=species:S:1:pos:R:3
W 1.8430 0.6343 -0.3273
Sb 0.1486 2.2439 0.8517
S 6.1029 0.9028 1.4936
P -0.1098 -1.7503 -0.6483
O 2.4685 0.1262 -2.0895
O 2.5770 1.5624 -1.7967
N -1.0544 -2.2130 0.6083
N -0.9358 -0.7054 -1.6344
N 1.2003 -1.0325 -0.0056
N 3.4352 0.7037 0.8077
N 0.1956 -3.1069 -1.5128
C -2.1482 -1.5726 2.7050
C 1.1638 -5.3568 -1.7101
C -2.5673 -0.8444 -3.5027
C -2.3689 -3.9199 1.7947
C 1.1128 4.1224 0.1532
C -2.1357 -3.2168 0.4681
C -0.4479 0.4029 -2.4528
C 3.1007 2.9292 4.7630
C -2.8648 -2.9267 2.8496
C 2.6047 4.1815 0.4047
C -3.3881 3.4243 1.8934
C 2.2344 -4.9258 -2.7208
C -0.8212 -1.7274 1.9788
C 2.6911 0.5220 4.0726
C -1.5947 1.3522 -2.7713
C -2.6234 0.6743 -3.6908
C -2.2786 -1.1993 -2.0522
C 0.8273 -4.2207 -0.7595
C 3.5342 1.6628 4.2385
C -2.8646 4.7133 1.5678
C 2.1027 -3.4331 -3.0521
C 0.8177 4.5160 -1.3049
C 0.6571 -2.9807 -2.9176
C -2.4194 5.0184 0.2497
C 4.5984 0.7776 1.0794
H 0.3462 1.0509 -2.0177
H 1.7131 0.5785 4.5389
H 0.0057 -3.5842 -3.5548
H -0.1360 4.1374 -1.6768
H -2.9423 4.4711 -0.5313
H -3.6243 1.0414 -3.4580
H -3.9676 2.9596 1.0970
H 2.3604 2.8335 5.5581
H -2.4089 2.8539 1.8752
H -0.1795 -2.4333 2.5169
H -1.1886 2.2553 -3.2271
H -3.0981 -4.7168 1.6498
H 0.2492 -5.6632 -2.2236
H 2.9599 5.2078 0.2914
H 3.1127 3.5722 -0.3444
H -2.3109 -2.2824 -1.9361
H -2.4295 0.9286 -4.7325
H 2.1353 -5.5219 -3.6281
H -1.8622 -3.9281 -0.3095
H 0.0174 0.0527 -3.3804
H -2.7152 -3.3400 3.8469
H 2.7178 -2.8248 -2.3827
H 4.5458 1.5848 3.8387
H 0.6409 4.8592 0.8132
H -2.2320 6.0644 0.0214
H 2.9218 3.8395 1.3914
H -1.7884 -1.2792 -4.1334
H 3.2296 -5.1274 -2.3231
H 1.7407 -3.8707 -0.2632
H 0.8228 5.5974 -1.4513
H 1.5942 4.1080 -1.9542
H 1.4977 -6.2174 -1.1313
H -2.7670 -0.8726 2.1368
H -3.5046 -1.3135 -3.8010
H -2.0581 1.6475 -1.8235
H -3.8271 3.3330 2.8806
H 0.5552 -1.9436 -3.2330
H 2.4517 -3.2261 -4.0639
H 2.6004 0.4553 2.9637
H 3.2385 -0.3996 4.3048
H -1.4415 -4.4022 2.1143
H 0.1421 -4.5561 0.0176
H -1.4107 4.5351 0.3340
H 2.5346 3.3416 3.8972
H -3.0417 -0.7712 -1.3938
H -3.0625 -2.7281 0.1509
H -1.9696 -1.1195 3.6812
H -2.6329 5.4099 2.3712
H -0.2910 -0.7766 1.9327
H -3.9397 -2.7829 2.7315
H 3.9032 3.6246 4.9887
```

Calculated values
Total charge: +2
Orbital gap (alpha / beta): 4.57 / 4.57 eV
Relative energy (zero: lowest compared OMol25 entry of this formula, charge and spin): 199.75 kJ/mol
Lowest unoccupied orbital energy (alpha / beta): -7.645 / -7.645 eV
Largest force on an atom: 2.33 eV Å⁻¹

---

A structure of composition C47H47N9O3RbS4, computed with the ωB97M-V functional and the def2-TZVPD basis.

Structure (XYZ):
```
111
Properties=species:S:1:pos:R:3
Rb 1.5679 -0.4431 1.4373
S 2.6013 2.8024 -0.1924
S 3.9767 2.2367 2.8537
S 0.8623 -3.2744 -1.4638
S 0.6964 3.1389 2.6754
O -0.1272 -1.2454 5.7177
O 2.0471 -3.4426 5.3964
O -8.8549 1.5443 -7.7586
N -4.9244 1.4299 -2.5608
N 3.9726 -1.2630 3.3648
N -0.2298 -4.6665 0.5375
N -0.9219 -1.8206 2.3012
N -1.3597 1.2249 0.8497
N 1.9632 -4.0348 0.7921
N 1.2890 -1.7998 3.9847
N 0.2774 0.3659 -1.1626
N -3.5672 0.7954 -4.2032
C 4.6049 3.5015 1.7139
C 0.1078 -1.5219 4.5416
C -8.1706 1.8485 -5.4421
C -1.9939 -1.8476 1.5115
C -6.6669 1.0101 -7.1261
C -5.8900 1.2765 -4.8582
C -2.3386 -1.1808 4.1135
C 4.6524 -2.6400 5.1989
C 4.5961 -1.9504 -2.2924
C 1.9507 4.0948 3.5710
C 0.6917 -0.1738 -3.4541
C -3.2772 -1.5829 1.9572
C 1.7561 4.3294 0.3132
C -1.4894 0.5213 -2.7814
C 2.2318 -2.4862 4.6441
C 4.5565 -1.4948 -0.9358
C -0.6092 0.0983 -3.7863
C -7.9293 1.4809 -6.7594
C -2.8716 0.8277 -3.0179
C 1.0937 -0.0276 -2.1181
C -3.4479 -1.2414 3.2925
C 5.9736 -2.2827 5.0092
C 2.0783 -4.6833 2.0778
C -2.1475 1.5979 1.8360
C 4.4320 -0.1457 -0.6092
C 4.8604 -3.8618 -0.3197
C -10.1390 2.0270 -7.4275
C -4.0556 1.7781 0.4262
C 4.8949 -4.2692 -1.6513
C -0.9980 0.6471 -1.4719
C -5.6647 0.9099 -6.1890
C 0.8631 -4.0180 0.0378
C 6.2847 -1.4159 3.9733
C -1.0868 -1.4899 3.5814
C 0.5004 4.0782 1.1382
C -3.5077 1.8903 1.6773
C 4.7514 -3.2754 -2.6230
C -3.6899 1.2184 -1.9868
C -3.2444 1.3662 -0.6389
C 3.0956 3.2247 4.0841
C -7.1479 1.7428 -4.5060
C -1.8831 1.0879 -0.3826
C 3.6791 -2.1012 4.3604
C 4.3132 3.1954 0.2455
C 5.2524 -0.9454 3.1793
C 4.6728 -2.5402 0.0370
C -4.7895 1.1603 -3.8970
H -4.6844 0.5469 -6.4635
H -10.7155 2.0083 -8.3485
H 4.9831 -4.6020 0.4676
H 4.4271 0.6094 -1.3854
H 5.0198 -5.3087 -1.9208
H -4.4348 -1.0222 3.6831
H 2.4617 4.9512 0.8622
H 1.4677 4.8945 -0.5769
H 3.8007 3.8433 4.6448
H -9.1362 2.2167 -5.1292
H 4.8712 2.3128 -0.0651
H 2.1158 -0.2480 -1.8197
H -7.3628 2.0433 -3.4877
H -0.9799 -0.0113 -4.7970
H 1.8981 -5.7593 1.9963
H -4.1127 -1.6302 1.2712
H -4.0993 2.1927 2.5304
H -0.1993 3.4649 0.5670
H 4.3361 -3.3216 5.9744
H 2.7820 -3.6102 0.3633
H 5.4668 -0.2993 2.3360
H 6.7504 -2.6776 5.6529
H -1.6874 1.6793 2.8138
H 5.6884 3.5686 1.8330
H 4.5069 -1.2110 -3.0830
H 4.3964 0.1878 0.4223
H 1.3982 -4.2451 2.8126
H -5.1042 2.0011 0.2615
H 4.1970 4.4687 2.0061
H 7.3035 -1.1160 3.7695
H -1.8047 -2.0876 0.4688
H -10.6244 1.3887 -6.6838
H 4.6680 -2.2719 1.0860
H 2.3225 4.8827 2.9171
H -1.0772 -4.4847 0.0278
H -2.3932 -0.9254 5.1619
H 3.0858 -4.5269 2.4561
H -6.5002 0.7283 -8.1566
H -0.3194 -4.7427 1.5387
H 4.6614 4.0320 -0.3663
H -5.7615 1.7233 -2.0931
H 0.0066 5.0298 1.3513
H 1.4054 -0.5186 -4.1893
H 2.7057 2.4737 4.7746
H 1.4767 4.5872 4.4229
H 4.7640 -3.5531 -3.6723
H -10.0931 3.0525 -7.0500
```

Calculated values
Total charge: -1
Orbital gap: 3.85 eV
Relative energy (zero: lowest compared OMol25 entry of this formula, charge and spin): 0.00 kJ/mol
Lowest unoccupied orbital energy: 1.516 eV
Largest force on an atom: 0.46 eV Å⁻¹

---

A cluster of 2 separate species, Cl5NP2 in total at a distorted geometry, computed with the ωB97M-V functional and the def2-TZVPD basis.

Structure (XYZ):
```
8
Properties=species:S:1:pos:R:3
Cl -2.7228 1.5906 -0.8537
Cl 0.9826 -1.7972 0.1864
Cl 1.4952 0.9572 1.4955
Cl -1.9052 -1.4717 -1.0294
Cl -1.6681 0.1566 1.6724
P -1.2328 0.3329 -0.2304
P 1.9884 -0.1085 -0.1604
N 3.0627 0.3400 -1.0803
```

Calculated values
Total charge: 0
Orbital gap: 8.99 eV
Relative energy (zero: lowest compared OMol25 entry of this formula, charge and spin): 289.87 kJ/mol
Lowest unoccupied orbital energy: -1.372 eV
Largest force on an atom: 1.89 eV Å⁻¹

---

A cluster of 4 separate species, C14H31NO6 in total at a distorted geometry, computed with the ωB97M-V functional and the def2-TZVPD basis.

Structure (XYZ):
```
52
Properties=species:S:1:pos:R:3
O 0.8537 2.6850 2.7630
O 0.8996 0.2572 -2.3916
O -1.0192 4.2119 1.4167
O -0.4133 1.0439 -4.3796
O 1.3306 -2.1855 1.5418
O -0.4930 -3.7388 -1.0068
N -0.2601 -0.5788 0.6063
C 0.3141 0.1216 -3.7409
C -2.3105 -5.2411 -1.4754
C 0.7863 -1.3943 -4.1550
C -1.3805 -0.8079 -0.3836
C 1.9943 2.5257 3.5936
C -2.1775 4.4592 2.2000
C -3.0633 3.2307 2.2159
C 0.1746 0.8675 0.6851
C 2.3288 3.8387 4.2706
C 2.2768 -1.4477 -3.4076
C 1.9733 -0.6544 -1.9667
C 0.8957 -1.5365 0.4259
C 1.6474 -1.9202 -0.9782
C -0.9062 -4.8092 -1.8434
H -0.5195 -4.0575 -0.0883
H 1.1375 1.1253 0.0594
H 2.9711 -0.9117 -4.1867
H 2.7011 -2.3904 -0.6731
H 2.5330 4.6167 3.5277
H -0.7404 1.5796 0.4659
H -3.9588 3.4034 2.8195
H 1.7693 1.7571 4.3389
H 0.7556 -1.5628 -5.3199
H -1.3151 3.9960 0.5157
H -1.7089 0.2035 -0.9239
H 3.0181 -0.1504 -1.7814
H -2.6459 -6.0628 -2.1143
H -1.8561 4.7127 3.2145
H 2.8301 2.1768 2.9794
H 1.1067 -2.7576 -1.6128
H -0.8711 -4.4647 -2.8812
H 0.4732 1.0648 1.8234
H -0.1988 -5.6365 -1.7303
H 0.1113 -2.1662 -3.5811
H -3.3694 2.9605 1.2000
H -2.5218 2.3711 2.6244
H -1.1526 -1.6141 -1.2087
H -2.3306 -1.1749 0.2064
H -2.3548 -5.5658 -0.4307
H 2.6494 -2.5775 -3.3255
H 1.0666 3.3635 2.0995
H 1.4832 4.1876 4.8726
H 3.2033 3.7318 4.9184
H -3.0097 -4.4047 -1.5786
H -2.7077 5.3199 1.7808
```

Calculated values
Total charge: 0
Orbital gap: 8.98 eV
Relative energy (zero: lowest compared OMol25 entry of this formula, charge and spin): 142.74 kJ/mol
Lowest unoccupied orbital energy: 0.518 eV
Largest force on an atom: 9.16 eV Å⁻¹

---

Number 1: E_tot -47756.964 eV. Number 2: E_tot -26532.570 eV. Number 3: E_tot -66765.738 eV. Number 4: E_tot -113056.201 eV. Number 5: E_tot -82680.452 eV. Number 6: E_tot -28788.900 eV.